(1)
C18H62N10O13 | ωB97M-V/def2-TZVPD

Last column: Mulliken charge in e.
Geometry (Å):
C -0.14700 21.13000 -4.80500  -1.036
C -0.05800 21.11000 -6.32400  -0.565
O 1.27400 20.82900 -6.72700  -0.652
H 0.28500 22.13600 -4.56400  -0.040
H 0.43100 20.53100 -4.17600  0.822
H -1.20500 21.11900 -4.52700  0.389
H -0.36000 22.05900 -6.66000  0.234
H -0.65800 20.32300 -6.81300  0.435
H 1.47500 21.02600 -7.63800  0.268
C -1.13500 25.03600 -5.72500  0.884
C -1.40400 25.75400 -7.02800  -0.747
O -1.88600 27.01500 -6.70600  -0.497
H -2.05900 24.88800 -5.02600  0.419
H -0.29300 25.50400 -5.21500  -0.377
H -0.84900 24.01600 -5.86900  -0.627
H -2.21300 25.12400 -7.42800  0.324
H -0.51300 25.82200 -7.65800  0.376
H -1.90300 27.52900 -7.47700  0.270
C -2.03100 23.41500 -2.36900  0.474
C -1.30300 22.17100 -1.88200  0.241
O -1.30800 21.97600 -0.54400  -0.664
H -3.15200 23.29400 -2.38100  0.429
H -1.91400 23.54900 -3.46200  -0.246
H -1.68200 24.25900 -1.87400  -0.518
H -0.30800 22.18900 -2.20900  -0.422
H -1.76000 21.25800 -2.32100  0.385
H -0.64400 22.56100 -0.17700  0.154
C 4.67400 24.18200 -4.04200  -0.370
C 5.26200 23.71000 -2.74600  -0.097
O 6.44200 24.44000 -2.45800  -0.669
H 5.53500 23.98800 -4.70700  0.537
H 4.45600 25.18900 -4.02900  0.087
H 3.81000 23.64300 -4.37300  -0.353
H 5.59400 22.64400 -2.76700  0.105
H 4.63800 23.76900 -1.90800  0.267
H 6.24100 25.28800 -2.09300  0.474
C 1.82300 24.03900 -6.56800  0.140
C 3.22100 23.76100 -7.07800  -0.750
O 3.22100 24.21300 -8.38800  -0.522
H 1.71600 25.06600 -6.45700  0.779
H 1.70200 23.67500 -5.57200  -0.518
H 0.99700 23.70700 -7.27500  0.067
H 3.39900 22.69900 -6.91400  0.463
H 3.91500 24.28100 -6.45400  0.032
H 3.56700 23.49400 -8.88400  0.375
C 1.53900 23.05200 0.73800  0.708
O 0.31300 23.65300 1.10100  -0.950
N 2.37800 22.55000 1.64900  -0.463
N 1.97900 22.90300 -0.49500  0.489
H 2.04300 22.54800 2.58000  0.303
H 3.03300 21.77200 1.44800  0.181
H 1.51100 23.42900 -1.26000  -1.234
H 2.85700 22.35300 -0.63900  0.127
C 1.15900 28.55500 -4.50400  0.305
O 1.12700 27.75400 -5.58500  -0.602
N 0.53200 28.38300 -3.39700  0.021
N 2.03400 29.55100 -4.42900  -0.442
H -0.05700 27.54300 -3.37000  -0.193
H 0.31400 29.13100 -2.78300  0.317
H 2.52100 29.88700 -5.28000  0.267
H 2.29500 30.02600 -3.56500  0.276
C 3.92600 27.19000 -2.26200  0.538
O 4.69300 26.37900 -1.50800  -0.863
N 2.84000 27.65800 -1.80500  -0.156
N 4.18700 27.76600 -3.33200  -0.256
H 2.70800 27.40300 -0.78100  -0.035
H 1.93000 27.99200 -2.42000  0.281
H 4.99800 27.37700 -3.91100  0.331
H 3.51900 28.43800 -3.74600  0.266
C -2.55200 27.01800 -3.19900  0.006
O -1.31600 26.41100 -3.03200  -0.674
N -2.93700 27.58600 -4.29500  -0.413
N -3.43000 27.06700 -2.28600  -0.300
H -2.40800 27.39100 -5.14900  0.293
H -3.94800 27.61800 -4.48500  0.253
H -3.37000 26.60700 -1.41400  0.180
H -4.39700 27.33400 -2.49100  0.224
C 3.43400 20.76800 -3.72100  0.437
O 2.52700 21.33600 -2.86500  -0.451
N 3.09200 20.51400 -4.96500  -0.172
N 4.61500 20.34800 -3.35300  -0.466
H 2.29500 20.92000 -5.40100  -0.001
H 3.43800 19.77100 -5.51900  0.209
H 4.71100 20.59100 -2.37400  0.296
H 5.35100 20.47300 -4.01400  0.247
C 2.30900 26.26200 0.97800  -0.369
O 2.55400 27.63000 0.76800  -0.665
H 1.36500 26.05300 0.42900  -0.300
H 2.08500 26.00600 2.02600  0.330
H 3.09600 25.68400 0.68100  0.497
H 3.50700 27.83800 0.93700  0.354
C -1.37300 26.84100 0.88200  -0.178
O -0.61300 26.09500 1.80300  -0.565
H -2.26400 26.15400 0.60400  0.069
H -0.89800 27.10700 -0.04200  -0.010
H -1.79400 27.71500 1.39900  0.399
H -0.31400 25.24700 1.41300  0.330
C 1.53800 24.73100 -2.90900  -0.792
O 0.54700 24.94000 -1.91100  1.869
H 2.53300 24.90800 -2.55000  -0.219
H 1.28500 25.41100 -3.67000  0.272
H 1.33100 23.69500 -3.27000  0.443
H -0.11600 25.45300 -2.33400  -0.109

Results
E_HOMO in eV: -8.85
E in hartree: -2248.5568
LUMO level in eV: 0.1
Kohn-Sham gap in eV: 8.986

***

(2)
C33H46N6Zn | ωB97M-V/def2-TZVPD

Last column: Mulliken charge in e.
Geometry (Å):
Zn 0.15911 0.10114 0.54937  -0.248
N 1.11473 -3.14397 2.79602  -0.342
N 0.65641 -1.96845 -1.00137  0.338
C 1.74281 2.25927 -0.47196  0.805
C 2.89057 1.50380 -0.12829  0.323
C 2.74836 1.02946 1.19944  -0.663
C 3.73123 0.25760 1.99642  -1.757
H 4.62768 0.03467 1.40448  0.411
H 3.30560 -0.69153 2.35264  0.355
H 4.04175 0.82950 2.88514  0.322
C 1.47034 1.45251 1.68933  1.885
C 1.07371 1.53278 3.11816  -0.470
H 1.24678 2.54340 3.52734  0.300
H 1.64963 0.82036 3.72546  0.459
H 0.00425 1.29668 3.23395  -0.485
C 0.80748 2.18797 0.61361  -0.065
C -0.35070 3.09482 0.83130  -1.482
H -1.09560 2.63185 1.49374  0.127
H -0.84423 3.33010 -0.12000  0.368
H -0.04064 4.04636 1.29299  0.390
C 4.09202 1.31822 -0.97630  -1.978
H 4.83936 2.10387 -0.78763  0.274
H 3.83559 1.35720 -2.04240  0.332
H 4.57050 0.35207 -0.77176  0.415
C 1.57686 3.08998 -1.68123  -1.693
H 0.52198 3.32998 -1.85471  0.227
H 1.94623 2.56869 -2.57234  0.166
H 2.12741 4.04075 -1.60286  0.333
C 0.53064 -4.02994 3.58923  -0.520
H 1.02919 -4.22084 4.55662  0.320
C -0.67779 -4.69011 3.28452  -0.219
H -1.11226 -5.37476 4.00325  0.632
C -1.25784 -4.45919 2.01425  -0.308
H -2.18268 -4.97341 1.72884  0.472
C -0.64351 -3.56262 1.16237  -0.356
H -0.98755 -3.38915 0.13906  0.074
C 0.48865 -2.77923 1.62961  0.149
C 1.09361 -1.65974 1.02961  0.150
H 2.15764 -1.75531 0.88920  1.088
C 0.25584 -0.78986 -1.43983  -0.734
C 1.11013 -2.73937 -2.04796  -1.621
H 1.54514 -3.67649 -1.80629  0.434
C 0.91300 -2.05389 -3.21105  -0.493
H 1.04607 -2.37908 -4.23230  0.888
N 0.40403 -0.80301 -2.82504  -0.158
C 0.25200 0.31230 -3.68818  -0.131
C 1.25757 0.59704 -4.62035  1.485
C 1.06432 1.67652 -5.47724  -1.179
H 1.83765 1.89382 -6.23536  0.145
C -0.06764 2.49331 -5.38531  1.443
C -0.28159 3.62350 -6.35293  -1.580
H -0.83672 4.43752 -5.87212  0.368
H -0.86006 3.28846 -7.22662  0.328
H 0.68157 4.00450 -6.71275  0.360
C -1.01827 2.22937 -4.38590  -1.728
H -1.90036 2.88245 -4.28023  0.120
C -0.87260 1.13625 -3.53186  1.714
C -1.90102 0.84464 -2.49238  -1.393
H -2.26555 -0.19064 -2.51045  0.325
H -2.76936 1.49878 -2.66367  0.524
H -1.53269 1.06120 -1.47801  0.048
C 2.53471 -0.17239 -4.66288  -1.944
H 2.41994 -1.19749 -5.03013  0.397
H 3.05908 -0.20064 -3.69838  0.270
H 3.19819 0.33668 -5.37205  0.381
C -4.06231 -1.78774 1.16186  -1.364
N -3.46456 -1.27706 2.38511  1.288
C -3.93714 -1.88884 3.61175  -2.350
C -2.30496 -0.58507 2.32116  0.603
N -1.72836 -0.41653 1.14998  -1.473
N -1.76114 -0.02486 3.49644  2.191
C -2.57589 0.89684 4.29583  -2.376
C -0.87874 -0.87457 4.29878  -0.581
H -5.03902 -2.19898 1.42080  0.976
H -3.45271 -2.58374 0.70453  0.498
H -4.20588 -0.97150 0.44305  -0.317
H -3.31241 -2.74129 3.92128  0.036
H -3.97800 -1.15772 4.42038  0.038
H -4.94846 -2.25644 3.42674  1.019
H -2.27463 -0.85709 0.40960  -0.275
H -3.13573 0.38585 5.09462  0.698
H -1.90012 1.62074 4.77235  0.341
H -3.26906 1.45127 3.64973  0.320
H 0.00693 -1.14673 3.71291  -0.500
H -0.55757 -0.31499 5.18731  0.408
H -1.38092 -1.79984 4.62991  0.422

Results
E_HOMO (spin up / spin down) in eV: 2.58 / 2.58
Net charge: -2
E in hartree: -3392.6866
LUMO level (spin up / spin down) in eV: 4.0 / 4.0
Kohn-Sham gap (spin up / spin down) in eV: 1.439 / 1.438

***

(3)
C7H16O2Si | ωB97M-V/def2-TZVPD

Last column: Mulliken charge in e.
Geometry (Å):
C -2.53276 0.02244 0.50095  -0.433
C -1.85627 -1.08941 0.45076  -0.571
Si -0.25030 -0.96335 -0.45702  0.552
C 0.12948 -2.45839 -1.51334  -1.114
O 0.89528 -0.82129 0.75200  -0.456
C 0.82841 0.27166 1.63359  -0.033
C 0.17333 -0.13722 2.94220  -1.270
O -0.24509 0.45580 -1.35220  -0.296
C 1.02017 0.94628 -1.64088  -0.096
C 0.99088 2.45362 -1.87661  -1.170
H -2.29845 0.92387 -0.06235  0.216
H -3.43849 0.14754 1.12389  0.238
H -2.12783 -1.94856 1.01580  0.446
H 1.22646 -2.55425 -1.62770  0.262
H -0.36249 -2.26461 -2.47751  0.320
H -0.26088 -3.38112 -1.10351  0.357
H 1.85267 0.62421 1.76580  0.363
H 0.22177 1.07400 1.16464  0.249
H 0.07143 0.67867 3.62848  0.394
H -0.82130 -0.58802 2.78398  0.246
H 0.76472 -0.89315 3.44580  0.316
H 1.64048 0.60765 -0.79008  0.291
H 1.46329 0.41059 -2.52602  0.272
H 1.93785 2.95321 -1.61354  0.333
H 0.78789 2.67190 -2.93060  0.306
H 0.18976 2.85792 -1.23653  0.279

Results
E_HOMO in eV: -10.01
E in hartree: -716.3429
LUMO level in eV: 1.0
SMILES: C=C[Si](C)(OCC)OCC
Kohn-Sham gap in eV: 11.039

***

(4)
C3H8NO2 | ωB97M-V/def2-TZVPD

Last column: Mulliken charge in e.
Geometry (Å):
N 0.32029 1.38437 0.10288  -0.313
C 0.31925 -0.08133 0.23812  0.278
O 1.51599 -0.63651 0.52360  -0.201
O 2.50920 -0.32169 -0.42493  -0.341
C -0.96154 -0.73266 0.94441  -0.588
C -0.89700 -0.97824 -0.56342  -0.555
H 0.50022 2.00356 1.02424  0.390
H -0.62065 1.54290 -0.34833  0.413
H 1.11982 1.68340 -0.52949  0.389
H 3.30677 -0.20718 0.09128  0.353
H -1.69372 -0.04339 1.18147  0.322
H -0.64795 -1.51074 1.64279  0.274
H -0.42166 -1.91051 -0.82393  0.286
H -1.66295 -0.67027 -1.27103  0.293

Results
E_HOMO in eV: -14.27
Net charge: +1
E in hartree: -323.9135
LUMO level in eV: -3.9
SMILES: [NH3+]C1(OO)CC1
Kohn-Sham gap in eV: 10.390

***

(5)
C26H35N3O10Sr | ωB97M-V/def2-TZVPD

Last column: Mulliken charge in e.
Geometry (Å):
Sr 0.80630 -0.18163 0.70221  2.083
C -3.69174 -1.61465 0.46934  -0.772
C -2.23958 -2.21205 0.41956  -0.188
O -1.34135 -1.53235 1.27595  -0.744
H -4.14190 -1.85732 1.43192  0.215
H -4.22621 -2.06642 -0.36633  0.511
H -3.61834 -0.52793 0.42753  -0.157
H -1.87057 -2.27772 -0.60397  -0.095
H -2.21379 -3.28221 0.62497  0.310
C 4.73726 -0.30266 -0.70361  -0.817
C 4.13190 1.12517 -0.42746  -0.492
O 3.05214 1.12049 0.54979  -0.702
H 5.26255 -0.56779 0.21393  0.277
H 5.51442 -0.16934 -1.45617  0.384
H 4.05480 -1.10773 -0.97602  0.008
H 3.55170 1.37501 -1.31573  0.084
H 4.99075 1.77662 -0.26595  0.303
C 0.01423 3.02145 3.59126  -0.543
C 0.65772 1.72617 3.93336  -0.738
O 0.33211 0.61299 3.14729  -0.649
H -1.06074 2.96480 3.41996  0.005
H 0.52267 3.48199 2.74421  0.032
H 0.16463 3.79962 4.33955  0.504
H 0.36610 1.48443 4.95543  0.264
H 1.70750 2.00058 4.03706  0.238
C 1.87288 -4.26232 0.77016  -0.274
C 2.37733 -3.46480 1.98612  -1.037
O 1.70364 -2.21736 2.04226  -0.629
H 2.38237 -5.21940 0.88196  0.423
H 2.39339 -3.84864 -0.09358  -0.137
H 0.79255 -4.40605 0.75166  0.118
H 3.46499 -3.52420 1.94649  0.238
H 2.19617 -4.07281 2.87247  0.300
C -5.53954 1.15712 3.32518  -0.339
C -4.16878 0.85424 3.66294  -0.867
C -3.12098 1.35844 2.83125  0.137
C -3.52253 1.93894 1.60328  -0.273
C -4.83993 2.34792 1.35708  -0.364
C -5.92565 1.94365 2.22124  -0.535
N -2.52438 2.10701 0.51053  0.873
O -1.60302 1.29409 0.46149  0.027
O -2.79468 3.02447 -0.33212  -0.663
H -6.31390 0.68834 3.91425  0.310
H -3.89906 0.22245 4.49630  0.441
H -2.16396 0.91511 3.06355  0.482
H -5.09123 2.80488 0.41133  0.414
H -6.98378 2.03442 2.02499  0.358
C 0.75828 -5.94231 -3.76610  -0.332
C 1.83483 -5.22592 -4.35503  -0.603
C 2.22164 -4.04904 -3.73014  -0.475
C 1.47380 -3.48309 -2.68325  -0.121
C 0.40348 -4.20796 -2.09045  0.250
C 0.00162 -5.43301 -2.68935  -0.882
N 1.74855 -2.10309 -2.20085  0.896
O 2.44062 -1.39356 -2.90738  -0.578
O 1.15300 -1.66051 -1.26273  -0.159
H 0.30705 -6.81458 -4.21549  0.325
H 2.37104 -5.76119 -5.12468  0.346
H 3.00476 -3.44904 -4.16961  0.419
H -0.22015 -3.91222 -1.25977  0.459
H -0.91620 -5.90903 -2.37725  0.411
C 0.88918 6.29030 -1.73005  -0.714
C 0.91511 5.44619 -0.67163  -0.320
C 0.73830 4.06966 -0.80221  -0.060
C 0.54941 3.50084 -2.04725  -0.214
C 0.53072 4.30219 -3.13951  -0.566
C 0.68262 5.70474 -2.97654  -0.235
N 0.39137 2.00822 -2.29765  0.082
O 0.30130 1.60123 -3.47040  -0.818
O 0.48224 1.16995 -1.34148  -0.194
H 0.91201 7.37002 -1.73828  0.317
H 1.19535 5.95945 0.23635  0.336
H 0.73589 3.39753 0.04315  0.489
H 0.35024 3.93854 -4.14031  0.350
H 0.58947 6.12085 -3.96879  0.265

Results
E_HOMO (spin up / spin down) in eV: 2.59 / 1.72
Net charge: -3
E in hartree: -1958.5649
2S+1: 2
LUMO level (spin up / spin down) in eV: 5.7 / 5.7
Kohn-Sham gap (spin up / spin down) in eV: 3.101 / 3.966